One molecule with the formula C4H8N4 in a non-equilibrium geometry. Source: the Open Molecules 2025 dataset; level of theory: ωB97M-V/def2-TZVPD.

Energy above the lowest of the compared OMol25 structures with the same formula, charge and spin ... 634.4 kJ/mol
Gap between HOMO and LUMO ... 8.93 eV
Calculated total energy ... -10231.6675 eV
Maximum force ... 7.86 eV Å⁻¹
HOMO level ... -8.19 eV
Charge ... 0
Structure (SMILES) ... N/N=C1/CC=NNC1

Cartesian coordinates (Å):
N 2.45139 0.27080 -1.33411
N 1.35733 0.87931 -0.73064
C 0.53226 0.33932 0.20282
C -0.56605 1.39307 0.41105
C -1.92218 0.73189 0.25680
N -1.92841 -0.47326 0.11545
N -0.99923 -1.48592 0.28554
C 0.34345 -1.09921 0.82340
H 2.62028 0.79910 -2.21112
H 2.43090 -0.91630 -1.04113
H -0.60611 1.92964 -0.52371
H -0.55642 2.01058 1.43137
H -3.00711 1.06695 0.12004
H -1.45465 -2.44342 0.42360
H 0.92654 -1.76470 -0.11965
H 0.37799 -1.23782 1.89028

What are the Mulliken partial charges on each atom? They are as follows, in elementary charge units:
1. N -0.533
2. N -0.316
3. C 0.253
4. C -0.301
5. C -0.195
6. N -0.512
7. N -0.107
8. C -0.326
9. H 0.259
10. H 0.279
11. H 0.246
12. H 0.235
13. H 0.336
14. H 0.249
15. H 0.178
16. H 0.254


C35H61N6O2PPtSSi as an isolated structure in a non-equilibrium geometry. Source: the Open Molecules 2025 dataset; level of theory: ωB97M-V/def2-TZVPD.

Gap between HOMO and LUMO (alpha / beta) ... 8.84 / 5.26 eV
Calculated total energy ... -81551.4251 eV
Multiplicity ... 5
Maximum force ... 2.65 eV Å⁻¹
Expectation value of S² ... 6.038
HOMO level (alpha / beta) ... -13.81 / -13.56 eV
Charge ... +2

Cartesian coordinates (Å):
Pt 0.05071 -0.52006 -0.32824
C -6.67715 0.23206 1.60065
Si -5.14016 1.35148 1.57690
C -5.63574 3.17224 1.29604
C -4.10954 1.22309 3.16282
C -4.11103 0.87533 0.01818
C -4.62732 1.25317 -1.21595
C -3.91039 1.04835 -2.38251
C -2.63567 0.51403 -2.28672
N -2.11816 0.13417 -1.13117
C -2.85392 0.25903 -0.01340
S -2.07569 -0.47822 1.33554
H -7.32358 0.54236 2.41403
H -6.41759 -0.81073 1.76113
H -7.25023 0.29954 0.68101
H -6.11984 3.55464 2.18802
H -6.33663 3.29076 0.47694
H -4.77395 3.80313 1.09237
H -4.70272 1.57022 3.99996
H -3.22439 1.84714 3.11631
H -3.79709 0.20972 3.38296
H -5.60286 1.70929 -1.26166
H -4.30328 1.31729 -3.34798
H -2.02854 0.38978 -3.16792
C 4.19982 2.38906 2.89452
C 3.61693 1.12792 2.26986
C 4.12033 -0.10855 3.01001
C 4.08413 0.98103 0.82636
P 1.68056 1.12275 2.27133
N 1.19980 0.09778 1.17028
C 0.96996 2.85019 1.75058
C 1.02757 3.87621 2.87529
C 1.74115 3.33593 0.52506
C -0.47017 2.64296 1.29396
C 1.05781 0.55769 4.02839
C -0.44313 0.80235 4.10813
C 1.72828 1.30692 5.17177
C 1.31669 -0.94768 4.14322
H 5.28161 2.27099 2.96135
H 3.83134 2.56705 3.90073
H 4.01230 3.27315 2.29195
H 5.18922 -0.20646 2.82541
H 3.64188 -1.01170 2.64059
H 3.99339 -0.04423 4.08477
H 5.17191 0.94182 0.81508
H 3.77800 1.80121 0.18858
H 3.70294 0.04980 0.41638
H 2.01646 3.95502 3.31557
H 0.31017 3.65551 3.66038
H 0.76961 4.85480 2.47082
H 2.75856 3.63638 0.75364
H 1.23216 4.20616 0.11321
H 1.74816 2.56547 -0.24684
H -1.10854 2.24109 2.07194
H -0.49400 1.96640 0.43235
H -0.88390 3.60025 0.98232
H -0.68837 1.85999 4.11958
H -0.81792 0.38198 5.04123
H -0.96318 0.30600 3.29304
H 1.50624 2.36940 5.15292
H 2.80418 1.17135 5.19340
H 1.33772 0.90536 6.10747
H 1.34595 -1.41855 3.16557
H 0.51212 -1.41465 4.70583
H 2.24078 -1.16552 4.66616
C 0.17058 -3.44814 1.64513
C -1.09782 -3.63235 0.83431
O -0.88829 -3.08870 -0.46277
C -1.89759 -3.43435 -1.40185
C -1.29232 -3.49463 -2.79529
H -0.02704 -3.61223 2.69815
H 0.53136 -2.42937 1.48629
H 0.93549 -4.15121 1.32642
H -1.94482 -3.11930 1.31636
H -1.34204 -4.69708 0.74679
H -2.70988 -2.69495 -1.35768
H -2.31495 -4.41535 -1.14909
H -0.78470 -2.55779 -3.01556
H -2.07627 -3.68564 -3.52261
H -0.56734 -4.30293 -2.85235
N 0.28888 -0.18501 -2.59568
C 0.13925 -0.16775 -3.74640
N -0.03073 -0.16669 -5.01902
C -1.07954 -0.94834 -5.66991
C -0.46846 -1.63912 -6.89513
O 0.11177 -0.69492 -7.75244
C 1.16202 -0.00439 -7.12823
C 0.65827 0.76778 -5.90244
H -1.87763 -0.27210 -5.99902
H -1.48778 -1.68353 -4.97782
H -1.24469 -2.14552 -7.46871
H 0.28191 -2.37658 -6.57353
H 1.55323 0.68845 -7.87294
H 1.95169 -0.70890 -6.82505
H -0.05665 1.53253 -6.22614
H 1.48275 1.24279 -5.36916
N 3.77787 -6.02737 -1.68502
C 3.66216 -4.88942 -1.69061
C 3.49302 -3.48221 -1.71301
C 4.43984 -2.64720 -2.30710
C 4.17884 -1.28728 -2.34388
C 3.00892 -0.81143 -1.77147
N 2.12218 -1.61098 -1.18455
C 2.34222 -2.91220 -1.16050
H 5.34009 -3.05900 -2.74013
H 4.86555 -0.60527 -2.81644
H 2.77168 0.24366 -1.79137
H 1.58522 -3.52642 -0.70009

Here are the Mulliken charges for atoms 1 to 99, given in e:
1. Pt 3.248
2. C -1.110
3. Si 0.029
4. C -1.135
5. C -0.894
6. C 0.243
7. C -0.507
8. C -1.205
9. C -0.233
10. N 0.051
11. C 0.382
12. S -0.275
13. H 0.362
14. H 0.351
15. H 0.373
16. H 0.404
17. H 0.356
18. H 0.368
19. H 0.575
20. H 0.094
21. H 0.339
22. H 0.433
23. H 0.518
24. H 0.054
25. C -1.857
26. C 2.208
27. C -1.772
28. C -2.078
29. P 0.026
30. N -0.217
31. C 2.275
32. C -1.948
33. C -1.660
34. C -1.585
35. C 2.309
36. C -1.639
37. C -1.944
38. C -1.447
39. H 0.529
40. H 0.346
41. H 0.286
42. H 0.582
43. H 0.272
44. H 0.315
45. H 0.599
46. H 0.259
47. H 0.436
48. H 0.262
49. H 0.326
50. H 0.550
51. H 0.334
52. H 0.586
53. H 0.106
54. H 0.002
55. H -0.069
56. H 0.756
57. H 0.156
58. H 0.793
59. H -0.104
60. H 0.331
61. H 0.369
62. H 0.538
63. H -0.106
64. H 0.533
65. H 0.304
66. C -0.199
67. C -0.756
68. O -0.208
69. C -0.302
70. C -0.689
71. H 0.467
72. H -0.596
73. H 0.421
74. H 0.285
75. H 0.594
76. H 0.037
77. H 0.550
78. H -0.307
79. H 0.507
80. H 0.343
81. N -1.008
82. C 0.145
83. N 0.196
84. C -0.188
85. C -0.822
86. O -0.369
87. C -0.601
88. C -0.597
89. H 0.311
90. H 0.221
91. H 0.398
92. H 0.349
93. H 0.372
94. H 0.331
95. H 0.281
96. H 0.428
97. N -0.436
98. C -0.293
99. C 0.047


C4H17N2ORu as an isolated structure in a non-equilibrium geometry. Source: the Open Molecules 2025 dataset; level of theory: ωB97M-V/def2-TZVPD.

Energy above the lowest of the compared OMol25 structures with the same formula, charge and spin ... 98.3 kJ/mol
Gap between HOMO and LUMO (alpha / beta) ... 7.53 / 7.75 eV
Calculated total energy ... -12023.6403 eV
Multiplicity ... 5
Maximum force ... 2.83 eV Å⁻¹
Expectation value of S² ... 6.011
HOMO level (alpha / beta) ... -10.79 / -12.11 eV
Charge ... +1

Cartesian coordinates (Å):
C 1.49574 1.49060 0.18203
Ru -0.33133 0.22352 -0.00011
N -1.53579 -1.61562 -0.16112
N -0.03448 0.12974 -2.08843
H -2.50899 -1.41185 0.05502
H 1.48950 0.38722 -0.01284
H 1.94508 1.49554 1.15068
H 0.88528 2.37918 0.06334
H 2.25306 1.55607 -0.61269
H -0.88406 0.26252 -2.63635
H 0.38822 -0.74164 -2.41558
H 0.59273 0.85668 -2.42398
H -1.54383 -2.13832 -1.06602
H -1.22290 -2.30850 0.52752
C -2.24767 0.45776 3.57016
C -1.05306 0.67440 2.59480
C 0.04153 -0.40969 2.67569
O -1.60435 0.74308 1.28074
H -2.77539 -0.46582 3.31359
H -2.94432 1.30591 3.41610
H -1.92477 0.43249 4.61094
H -0.62122 1.66160 2.86780
H -0.42262 -1.39764 2.85974
H 0.67362 -0.43395 1.74510
H 0.69171 -0.18259 3.54966

What are the Mulliken partial charges on each atom? They are as follows, in elementary charge units:
1. C -1.516
2. Ru 0.696
3. N -0.721
4. N -0.763
5. H 0.304
6. H 0.482
7. H 0.475
8. H 0.319
9. H 0.521
10. H 0.320
11. H 0.313
12. H 0.292
13. H 0.309
14. H 0.275
15. C -1.397
16. C 0.915
17. C -1.312
18. O -0.864
19. H 0.350
20. H 0.324
21. H 0.383
22. H 0.188
23. H 0.321
24. H 0.410
25. H 0.374


What is the formula in the second record? C35H61N6O2PPtSSi